i) Here is a structure of composition C4H7OP from OMol25. Energies are from ωB97M-V with the def2-TZVPD basis set.

Element x y z (Å)
C 0.296 -0.760 -0.560
C 1.036 0.509 -0.073
C -0.843 -1.118 0.509
C 0.004 1.652 0.098
O -1.177 1.458 -0.041
P -2.511 -0.433 -0.102
H -0.022 -0.600 -1.616
H 1.066 -1.573 -0.677
H 1.409 0.189 0.920
H 1.923 0.882 -0.756
H -1.045 -2.159 0.530
H -0.661 -0.595 1.452
H 0.524 2.547 0.316

Summary:
- Spin multiplicity: 1
- Lowest unoccupied orbital energy (alpha / beta): 0.03 / 0.00 eV
- Frontier orbital gap (alpha / beta): 0.2545 / 0.2526 hartree
- HOMO (alpha / beta): -6.894 / -6.876 eV


ii) Here is a structure of composition C4H7OP from OMol25. Energies are from ωB97M-V with the def2-TZVPD basis set.

Element x y z (Å)
C 0.799 -0.617 -0.273
C 0.657 0.910 0.015
C -0.345 -1.284 0.397
C -0.728 1.407 -0.351
O -1.711 1.036 0.496
P -1.993 -0.555 -0.316
H 0.886 -0.894 -1.259
H 1.624 -1.113 0.383
H 0.835 0.927 1.150
H 1.322 1.551 -0.514
H -0.167 -2.396 0.040
H -0.329 -1.047 1.473
H -0.850 2.075 -1.242

Summary:
- Spin multiplicity: 1
- Lowest unoccupied orbital energy (alpha / beta): -0.10 / -0.15 eV
- Frontier orbital gap (alpha / beta): 0.2794 / 0.2770 hartree
- HOMO (alpha / beta): -7.700 / -7.688 eV


In order of decreasing stability: ii), i).


i) Here is a cluster of 2 separate species, CH7N4 in total from OMol25. Energies are from ωB97M-V with the def2-TZVPD basis set.

Element x y z (Å)
C -0.354 1.105 -0.462
N 0.473 1.769 -1.059
N -0.347 -1.799 -0.246
N 0.355 -0.794 0.139
N 0.419 -0.744 1.464
H -1.374 1.422 -0.419
H 0.302 2.832 -1.348
H -0.443 -1.933 -1.191
H -1.157 -2.052 0.407
H -0.167 -1.270 2.113
H 0.906 0.045 1.836
H 1.387 1.420 -1.233

Summary:
- Spin multiplicity: 1
- Lowest unoccupied orbital energy: -3.77 eV
- Frontier orbital gap: 0.3203 hartree
- HOMO: -12.488 eV
- Charge: +1


ii) Here is a structure of composition CH7N4 from OMol25. Energies are from ωB97M-V with the def2-TZVPD basis set.

Element x y z (Å)
C 1.029 0.609 0.404
N 1.947 0.206 -0.320
N 0.068 -1.486 0.014
N -0.133 -0.382 0.607
N -1.513 0.534 -0.126
H 0.871 1.529 0.959
H 2.771 0.779 -0.461
H 0.735 -1.547 -0.757
H -0.450 -2.300 0.322
H -2.304 -0.096 -0.017
H -1.633 1.346 0.473
H -1.387 0.808 -1.097

Summary:
- Spin multiplicity: 1
- Lowest unoccupied orbital energy: -4.43 eV
- Frontier orbital gap: 0.3814 hartree
- HOMO: -14.813 eV
- Charge: +1


iii) Here is the ion CH7N4 with charge +1 from OMol25. Energies are from ωB97M-V with the def2-TZVPD basis set.

Element x y z (Å)
N 2.871 0.006 0.095
N 1.679 -0.314 -0.306
N 0.676 -0.101 0.431
C -0.540 -0.599 -0.323
N -1.642 0.338 0.109
H 3.079 0.341 0.967
H 3.316 0.562 -0.646
H -0.343 -0.495 -1.378
H -0.845 -1.685 -0.230
H -1.222 1.293 0.057
H -1.986 0.369 1.049
H -2.636 0.454 -0.415

Summary:
- Spin multiplicity: 1
- Lowest unoccupied orbital energy: -3.95 eV
- Frontier orbital gap: 0.3616 hartree
- HOMO: -13.794 eV
- Charge: +1


iv) Here is the ion CH7N4 with charge +1 from OMol25. Energies are from ωB97M-V with the def2-TZVPD basis set.

Element x y z (Å)
N -1.583 1.020 0.778
C -0.622 1.253 -0.110
N 0.451 -0.010 -0.150
N 0.350 -1.189 -0.464
N 1.343 -2.008 -0.566
H -1.284 0.817 1.728
H -2.605 0.913 0.605
H 0.206 1.908 0.225
H -1.007 1.585 -1.077
H 1.413 0.391 0.233
H 1.021 -2.884 -0.974
H 2.316 -1.794 -0.228

Summary:
- Spin multiplicity: 1
- Lowest unoccupied orbital energy: -4.25 eV
- Frontier orbital gap: 0.3707 hartree
- HOMO: -14.337 eV
- Charge: +1


In order of decreasing stability: iv), ii), iii), i).


i) Here is the ion CH7N4 with charge +1 from OMol25. Energies are from ωB97M-V with the def2-TZVPD basis set.

Element x y z (Å)
N -1.750 0.814 -0.030
C -0.568 0.188 0.229
N -0.469 -1.177 0.080
N 0.519 0.900 0.375
N 1.748 0.199 -0.040
H -1.698 1.863 -0.040
H -2.736 0.351 -0.221
H 0.179 -1.789 0.354
H -1.471 -1.585 -0.123
H 1.481 -0.531 -0.729
H 2.286 1.036 -0.487
H 2.480 -0.268 0.633

Summary:
- Spin multiplicity: 1
- Lowest unoccupied orbital energy: -3.69 eV
- Frontier orbital gap: 0.3820 hartree
- HOMO: -14.080 eV
- Charge: +1


ii) Here is a structure of composition CH7N4 from OMol25. Energies are from ωB97M-V with the def2-TZVPD basis set.

Element x y z (Å)
C 2.716 -0.492 0.077
N -0.467 0.827 -0.713
N -2.652 0.170 0.160
N 1.421 0.066 0.331
N 0.519 0.453 -0.302
H 3.561 0.281 0.255
H 2.678 -1.501 0.576
H 2.812 -0.703 -0.925
H -1.736 0.629 -0.256
H -3.199 0.042 -0.741
H -2.547 -0.622 0.790
H -3.107 0.851 0.748

Summary:
- Spin multiplicity: 1
- Lowest unoccupied orbital energy: -3.64 eV
- Frontier orbital gap: 0.3883 hartree
- HOMO: -14.202 eV
- Charge: +1


In order of decreasing stability: i), ii).


i) Here is the molecule H3N2O2P from OMol25. Energies are from ωB97M-V with the def2-TZVPD basis set.

Element x y z (Å)
N -1.423 1.066 -0.098
N 1.158 -0.911 -0.047
O -0.852 0.318 -1.139
O -0.681 0.357 0.968
P -0.532 -0.921 -0.057
H -0.988 2.223 0.047
H 1.806 -1.644 -0.410
H 1.511 -0.487 0.735

Summary:
- Spin multiplicity: 1
- Lowest unoccupied orbital energy: 0.78 eV
- Frontier orbital gap: 0.3583 hartree
- HOMO: -8.971 eV


ii) Here is the molecule H3N2O2P from OMol25. Energies are from ωB97M-V with the def2-TZVPD basis set.

Element x y z (Å)
N 0.414 -0.059 0.694
P -0.887 0.889 0.315
N -2.373 -0.226 -0.033
O -2.329 -1.432 -0.052
O -3.250 0.614 -0.094
H 1.096 -0.405 0.069
H 0.754 -0.174 1.670
H -0.431 0.883 -1.178

Summary:
- Spin multiplicity: 1
- Lowest unoccupied orbital energy: 0.23 eV
- Frontier orbital gap: 0.3632 hartree
- HOMO: -9.649 eV


In order of decreasing stability: ii), i).


i) Here is a cluster of 2 separate species, C10H13NO in total from OMol25. Energies are from ωB97M-V with the def2-TZVPD basis set.

Element x y z (Å)
C -2.586 2.467 1.828
C -1.273 1.967 1.381
C -0.094 2.549 1.064
N 0.870 1.643 0.665
C 0.302 0.381 0.816
C 0.903 -0.845 0.442
C 0.108 -1.947 0.433
C -1.240 -1.804 0.848
C -1.864 -0.592 1.091
C -1.052 0.546 1.168
H -2.928 2.000 2.753
H -3.357 2.296 1.074
H -2.604 3.540 2.038
H 0.133 3.588 1.269
H 1.856 1.820 0.646
H 1.958 -0.793 0.199
H 0.336 -2.992 0.271
H -1.830 -2.712 0.914
H -2.928 -0.604 1.286
C 2.262 -1.979 -3.331
O 3.520 -1.355 -3.214
H 2.338 -2.892 -3.937
H 1.520 -1.249 -3.628
H 2.046 -2.506 -2.390
H 3.603 -0.524 -3.684

Summary:
- Spin multiplicity: 1
- Lowest unoccupied orbital energy: 0.81 eV
- Frontier orbital gap: 0.3218 hartree
- HOMO: -7.943 eV


ii) Here is the molecule C10H13NO from OMol25. Energies are from ωB97M-V with the def2-TZVPD basis set.

Element x y z (Å)
N 2.653 1.876 -1.646
C 1.595 0.968 -1.258
C 1.572 0.129 -0.121
C 0.575 -0.634 0.306
C -0.568 -0.534 -0.456
C -0.600 0.235 -1.590
C 0.467 0.891 -1.996
O 0.449 1.492 -3.149
C -1.860 -1.138 0.086
C -1.938 -0.703 1.439
C -0.594 -0.730 2.324
C 0.676 -1.123 1.764
H 3.188 2.059 -0.882
H 2.376 2.703 -2.258
H 2.607 0.127 0.379
H -1.429 0.501 -2.221
H -0.682 1.734 -3.295
H -1.691 -2.235 -0.253
H -2.840 -0.966 -0.498
H -2.750 -1.288 1.980
H -2.387 0.325 1.311
H -0.875 -1.279 3.237
H -0.537 0.356 2.649
H 1.059 -2.274 1.796
H 1.532 -0.492 2.352

Summary:
- Spin multiplicity: 1
- Lowest unoccupied orbital energy: 0.56 eV
- Frontier orbital gap: 0.2978 hartree
- HOMO: -7.547 eV


In order of decreasing stability: i), ii).


i) Here is a cluster of 2 separate species, C10H13NO in total from OMol25. Energies are from ωB97M-V with the def2-TZVPD basis set.

Element x y z (Å)
C -2.059 0.481 -2.740
C -1.376 0.322 -1.418
C -1.991 -0.247 -0.322
N -0.968 -0.143 0.757
C 0.172 0.435 0.209
C 1.430 0.573 0.854
C 2.191 1.406 0.165
C 2.074 1.866 -1.131
C 0.890 1.586 -1.831
C -0.054 0.775 -1.094
H -1.511 1.045 -3.497
H -2.878 1.079 -2.520
H -2.211 -0.543 -3.122
H -3.018 -0.344 0.064
H -1.203 -0.286 1.764
H 1.535 0.406 1.930
H 3.251 1.544 0.411
H 2.762 2.386 -1.861
H 0.701 1.866 -2.852
C 0.740 -2.509 2.723
O -0.558 -1.866 3.081
H 0.632 -3.063 1.834
H 1.581 -1.768 2.710
H 1.023 -3.128 3.652
H -1.154 -1.872 2.234

Summary:
- Spin multiplicity: 1
- Lowest unoccupied orbital energy: 0.81 eV
- Frontier orbital gap: 0.3245 hartree
- HOMO: -8.020 eV


ii) Here is the molecule C10H13NO from OMol25. Energies are from ωB97M-V with the def2-TZVPD basis set.

Element x y z (Å)
C 0.931 -0.495 2.083
C -0.017 -0.497 1.169
C 0.488 -0.949 -0.344
O 0.160 -1.964 -0.888
N 1.274 -0.065 -0.956
C 1.765 -0.171 -2.260
C 2.336 1.037 -2.599
C 2.096 1.935 -1.531
C 1.614 1.177 -0.528
C -1.445 -0.179 1.287
C -2.240 -1.496 1.441
C -1.964 0.533 -0.027
H 0.653 -0.188 3.232
H 1.960 -0.690 1.878
H 1.490 -0.988 -2.937
H 2.601 1.307 -3.623
H 2.426 2.951 -1.365
H 1.317 1.651 0.424
H -1.835 0.447 1.955
H -2.124 -2.216 0.522
H -1.908 -2.052 2.423
H -3.335 -1.353 1.533
H -1.781 -0.245 -0.834
H -2.960 0.929 0.193
H -1.499 1.582 -0.248

Summary:
- Spin multiplicity: 1
- Lowest unoccupied orbital energy: 0.82 eV
- Frontier orbital gap: 0.3543 hartree
- HOMO: -8.826 eV


In order of decreasing stability: i), ii).